Entry 1:
The following is a DFT calculation (wB97M-V/def2-TZVPD) of a 3-piece molecular cluster, C19H39ClO8SSi overall.

Calculated values
* LUMO energy: 0.17 eV
* net charge: 0
* SMILES string: C[C@@H](O)C[Si@](O)(CCCCS(=O)(=O)Cl)CCCC(=O)O.C1CCOC1.C1CCOC1
* frontier orbital gap: 9.57 eV

Cartesian coordinates (Å):
1 Cl -0.039 1.482 -3.496
2 S -1.926 0.850 -3.996
3 Si -0.049 1.786 1.040
4 O 2.528 -1.804 3.366
5 O 0.671 2.113 -0.452
6 O 1.677 5.119 1.785
7 O -0.913 -1.303 3.515
8 O -2.747 1.954 -4.305
9 O 1.534 -2.820 -4.468
10 O -1.753 -0.054 -5.067
11 O 4.100 -2.895 2.255
12 C 0.155 3.287 2.169
13 C -1.904 -0.912 4.471
14 C -0.645 5.656 1.708
15 C -2.558 -0.081 -2.599
16 C -2.321 0.336 -0.075
17 C -1.901 1.511 0.833
18 C 0.405 4.604 1.390
19 C -2.969 0.806 -1.404
20 C 0.829 0.261 1.713
21 C 2.350 0.281 1.433
22 C -0.785 -2.729 3.521
23 C -2.630 -2.181 4.891
24 C 0.840 -2.968 -5.713
25 C 2.807 -1.728 -6.140
26 C 2.636 -1.924 -4.642
27 C 2.928 -1.106 1.138
28 C 1.373 -1.886 -6.638
29 C 3.130 -1.921 2.373
30 C -1.532 -3.227 4.749
31 H 0.271 -2.996 3.531
32 H 0.820 -0.956 -6.482
33 H -1.236 -3.116 2.598
34 H -0.758 5.827 2.775
35 H 3.523 -2.342 -4.164
36 H -2.767 1.854 -1.591
37 H 3.258 -0.770 -6.394
38 H -1.604 5.444 1.249
39 H 1.538 5.588 2.616
40 H -3.443 -2.397 4.193
41 H -0.876 -3.200 5.622
42 H -3.115 -0.179 0.451
43 H 1.300 -2.153 -7.691
44 H -2.325 2.458 0.511
45 H -2.570 -0.173 4.021
46 H -0.233 -2.884 -5.542
47 H -1.535 -0.393 -0.245
48 H -4.041 0.706 -1.318
49 H 0.830 1.244 -0.846
50 H 0.899 3.112 2.937
51 H 1.054 -3.969 -6.105
52 H -0.793 3.413 2.692
53 H -1.393 -0.447 5.321
54 H 3.436 -2.521 -6.554
55 H -0.306 6.588 1.265
56 H 2.896 0.670 2.287
57 H 3.895 -1.016 0.659
58 H 0.387 4.462 0.319
59 H 2.230 -1.656 0.509
60 H -1.904 -4.244 4.634
61 H 2.386 -0.979 -4.146
62 H 2.617 0.906 0.586
63 H -3.051 -2.117 5.893
64 H -2.289 1.355 1.837
65 H -1.790 -0.793 -2.323
66 H 0.427 -0.656 1.285
67 H 0.717 0.186 2.783
68 H -3.394 -0.638 -2.998
69 H 3.651 -3.725 2.469

=====

Entry 2:
The following is a DFT calculation (wB97M-V/def2-TZVPD) of a 4-piece molecular cluster, C19H39IO9 overall.

Calculated values
* LUMO energy: -0.25 eV
* net charge: 0
* SMILES string: C=CC[C@@H](CC(=O)I)OC=O.COCCOC.COCCOC.COCCOC
* frontier orbital gap: 8.28 eV

Cartesian coordinates (Å):
1 I 5.622 2.860 8.045
2 O -0.640 -2.472 -2.550
3 O 6.772 3.974 3.691
4 O -0.284 1.185 -0.482
5 O 6.300 5.990 4.853
6 O 8.332 2.290 6.736
7 O -8.159 -2.206 -3.920
8 O -0.591 -5.313 -1.771
9 O -5.322 -1.692 -3.313
10 O 1.731 2.711 1.033
11 C -1.438 -2.917 -3.641
12 C 5.819 3.085 4.330
13 C 0.439 -5.430 -2.748
14 C -0.364 -4.237 -0.866
15 C -6.241 -2.267 -2.389
16 C 6.302 5.326 3.790
17 C 1.414 3.772 0.140
18 C 0.113 0.873 0.849
19 C 0.572 2.115 1.612
20 C -7.350 -3.044 -3.099
21 C -1.101 -2.968 -1.296
22 C -5.636 -0.338 -3.621
23 C 3.403 2.188 4.272
24 C 4.713 2.459 3.349
25 C 2.638 3.386 4.609
26 C 7.094 2.282 6.528
27 C 6.536 1.831 5.072
28 C -7.738 -2.200 -5.278
29 C 0.765 0.985 -1.425
30 H 0.786 -4.460 -3.109
31 H -5.239 0.317 -2.836
32 H -0.841 -2.833 -4.551
33 H 0.537 1.573 -2.316
34 H 0.811 -0.076 -1.699
35 H -8.007 -3.481 -2.341
36 H -1.750 -3.959 -3.532
37 H 2.579 3.615 5.739
38 H 7.380 1.381 4.429
39 H 1.241 4.694 0.702
40 H -6.935 -3.867 -3.686
41 H 4.381 3.166 2.502
42 H -8.126 -1.293 -5.747
43 H -2.181 -3.135 -1.326
44 H 0.841 1.820 2.631
45 H 5.088 1.478 2.872
46 H -6.649 -2.197 -5.378
47 H -2.324 -2.285 -3.736
48 H -6.658 -1.500 -1.727
49 H 0.889 0.099 0.852
50 H 2.265 3.916 -0.527
51 H 1.286 -5.980 -2.321
52 H -5.672 -2.970 -1.772
53 H -0.768 0.467 1.355
54 H -6.709 -0.168 -3.723
55 H -5.157 -0.086 -4.569
56 H 5.859 5.808 2.844
57 H 1.738 1.302 -1.045
58 H 0.533 3.554 -0.470
59 H 5.757 0.998 5.263
60 H 5.303 3.687 5.168
61 H -0.236 2.848 1.686
62 H -0.910 -2.187 -0.554
63 H 3.164 1.137 4.638
64 H 0.708 -4.049 -0.746
65 H -8.143 -3.071 -5.799
66 H -0.761 -4.550 0.104
67 H 2.174 4.049 3.810
68 H 0.041 -5.990 -3.595

=====

Entry 3:
The following is a DFT calculation (wB97M-V/def2-TZVPD) of a 2-piece molecular cluster, C19H40BBrN4O4PS overall.

Calculated values
* LUMO energy: -2.34 eV
* net charge: +1
* frontier orbital gap: 8.70 eV

Cartesian coordinates (Å):
1 Br 3.677 -0.328 -3.109
2 S -3.019 2.700 1.553
3 P 3.764 0.260 1.285
4 O -1.228 -2.427 -0.752
5 O 5.198 1.155 1.102
6 O -3.727 0.526 3.316
7 O -4.545 -1.006 -1.843
8 N 2.748 0.851 -0.077
9 N -4.675 -0.846 1.790
10 N -0.652 -0.730 -2.505
11 N -4.270 0.312 1.182
12 C 1.903 -0.135 -0.840
13 C 2.666 -1.247 -1.623
14 C 3.139 0.762 2.972
15 C 0.605 1.852 0.961
16 C 0.544 -0.508 -0.145
17 C 3.237 -3.085 0.231
18 C 0.607 -1.327 1.183
19 C -3.694 1.116 2.064
20 C 3.713 -2.181 -0.951
21 C -0.228 3.176 1.226
22 C -4.319 -0.671 3.058
23 C -0.218 0.897 0.030
24 C -1.956 0.011 -2.631
25 C -1.342 2.847 2.301
26 C 1.983 2.120 0.288
27 C -0.709 -1.240 2.091
28 C -0.743 -1.863 -3.482
29 C 1.942 3.088 -0.967
30 C -5.509 -0.896 -2.886
31 B -0.499 -1.280 -1.133
32 H -0.933 -2.280 2.449
33 H 5.594 1.227 1.992
34 H -6.335 -1.588 -2.704
35 H 2.110 2.554 -1.937
36 H 1.006 3.676 -1.053
37 H -2.111 -2.107 -0.478
38 H 2.606 2.684 1.035
39 H -5.030 -1.150 -3.830
40 H -1.393 3.634 3.095
41 H 1.454 -1.125 1.878
42 H 0.449 3.993 1.586
43 H 2.327 -3.696 0.015
44 H 3.105 -2.513 1.183
45 H 2.562 -0.058 3.449
46 H -1.124 1.890 2.845
47 H -2.668 -0.407 -1.866
48 H -4.537 -1.496 3.759
49 H -2.409 -0.118 -3.638
50 H -1.830 1.109 -2.452
51 H 0.649 1.350 1.959
52 H 1.999 -1.920 -2.219
53 H 4.081 -2.885 -1.747
54 H -1.611 -0.912 1.530
55 H -5.888 0.127 -2.937
56 H -0.684 -1.476 -4.526
57 H 0.035 -2.644 -3.318
58 H 4.076 -3.801 0.445
59 H -4.990 -0.777 -1.016
60 H 4.640 -1.632 -0.634
61 H -1.762 -2.336 -3.387
62 H 2.536 1.705 3.003
63 H -0.763 3.479 0.296
64 H 4.043 0.972 3.607
65 H -0.244 1.387 -0.983
66 H 0.680 -2.412 0.916
67 H 2.798 3.807 -0.875
68 H -0.500 -0.646 3.013
69 H -1.282 0.765 0.328
70 H 3.428 1.212 -0.781
71 H 1.525 0.504 -1.692

=====

Entry 4:
The following is a DFT calculation (wB97M-V/def2-TZVPD) of C19H40LaNOP3 as an isolated structure.

Calculated values
* LUMO energy: -10.19 eV
* net charge: +3
* frontier orbital gap: 5.38 eV

Cartesian coordinates (Å):
1 La -0.906 -0.106 0.869
2 P 1.725 -0.441 -0.436
3 P -1.083 2.565 0.029
4 P 1.782 1.218 2.447
5 O -1.880 -1.251 -2.182
6 N -1.488 0.041 3.173
7 C -2.443 2.045 -1.153
8 C 3.013 0.623 -1.162
9 C 3.261 0.142 2.617
10 C -0.990 -0.381 5.702
11 C -3.101 -1.175 -4.268
12 C 2.601 2.724 1.786
13 C -3.558 -1.894 -5.380
14 C 0.015 3.413 -1.139
15 C -1.244 -0.132 4.310
16 C -1.178 -2.626 -4.066
17 C -1.683 -3.406 -5.142
18 C 0.094 -3.256 1.930
19 C 1.746 1.723 4.216
20 C -1.998 3.812 1.018
21 C 2.477 -2.099 -0.255
22 C -1.985 -1.609 -3.538
23 C -2.867 -3.036 -5.782
24 C 0.744 -0.852 -1.919
25 C -0.726 -3.319 0.846
26 H 0.836 2.304 4.412
27 H -3.247 1.546 -0.591
28 H 1.758 0.847 4.881
29 H -1.824 -0.958 6.143
30 H 2.997 -0.683 3.285
31 H 0.011 -1.624 -1.651
32 H 2.771 -2.503 -1.235
33 H -1.180 -4.324 -5.469
34 H 1.733 -2.766 0.208
35 H -0.233 -2.899 -3.590
36 H -1.812 -3.058 0.897
37 H -1.374 4.198 1.837
38 H 1.099 -3.658 1.928
39 H 0.215 2.736 -1.989
40 H 3.345 -2.003 0.403
41 H -2.314 4.638 0.367
42 H -0.245 -2.890 2.900
43 H -3.670 -0.347 -3.871
44 H 1.840 3.482 1.566
45 H -2.886 3.344 1.471
46 H 3.578 -0.282 1.659
47 H 0.212 0.041 -2.274
48 H 3.871 0.662 -0.479
49 H -0.468 4.328 -1.511
50 H 2.627 2.354 4.434
51 H 1.363 -1.256 -2.734
52 H -2.883 2.956 -1.576
53 H 3.302 3.128 2.526
54 H -3.284 -3.647 -6.575
55 H 0.968 3.658 -0.645
56 H 3.148 2.508 0.863
57 H -0.434 -3.771 -0.116
58 H 3.343 0.226 -2.131
59 H -4.455 -1.553 -5.906
60 H 2.615 1.638 -1.310
61 H -2.110 1.410 -1.987
62 H -0.907 0.580 6.243
63 H -2.675 -0.848 -1.787
64 H 4.093 0.706 3.060
65 H -0.053 -0.947 5.824

=====

Entry 5:
The following is a DFT calculation (wB97M-V/def2-TZVPD) of C19H41BCrN6Si4Te as an isolated structure.

Calculated values
* LUMO energy (alpha / beta): 0.31 / 0.06 eV
* net charge: 0
* frontier orbital gap (alpha / beta): 7.84 / 7.70 eV
* <S²>: 6.028
* 2S+1: 5

Cartesian coordinates (Å):
1 Te 1.965 0.574 1.699
2 Cr 0.971 0.337 -0.514
3 Si -1.339 1.054 4.530
4 Si 0.832 0.115 4.114
5 Si 2.347 1.220 5.574
6 Si 0.596 -2.160 5.036
7 N 1.251 -0.692 -3.145
8 N 0.607 1.778 -2.919
9 N 1.418 -0.957 -1.780
10 N -1.313 -0.174 -1.679
11 N -1.123 0.001 -3.044
12 N 0.616 1.813 -1.528
13 C 0.753 -2.204 6.940
14 C -1.227 2.838 3.942
15 C -0.969 -3.216 4.806
16 C 2.024 -1.538 -3.849
17 C 2.294 -1.988 -1.668
18 C -2.627 -0.430 -1.504
19 C 2.591 2.936 4.827
20 C -3.277 -0.428 -2.762
21 C -1.263 -2.020 1.928
22 C 2.724 -2.353 -2.951
23 C 0.862 3.022 -3.378
24 C -2.275 -0.172 -3.695
25 C 3.955 0.197 5.431
26 C 2.073 -3.081 4.279
27 C -1.895 1.031 6.369
28 C 1.839 1.365 7.381
29 C 1.033 3.866 -2.256
30 C -2.763 0.259 3.580
31 C 0.854 3.083 -1.119
32 B 0.241 0.404 -3.613
33 H 0.624 -3.260 7.238
34 H 0.967 2.016 7.514
35 H 1.255 4.918 -2.269
36 H 1.607 0.402 7.850
37 H -2.283 -0.082 -4.760
38 H 0.934 3.286 -0.065
39 H 2.024 -1.497 -4.963
40 H 2.590 -2.372 -0.692
41 H 4.255 0.089 4.378
42 H -1.865 -2.603 4.967
43 H 3.477 -3.104 -3.211
44 H -1.236 1.627 7.019
45 H -0.301 -2.303 1.482
46 H 3.416 3.445 5.345
47 H -0.564 3.458 4.556
48 H -4.306 -0.562 -2.958
49 H 4.762 0.722 5.968
50 H -1.908 -2.912 2.204
51 H 2.843 2.879 3.760
52 H -2.985 -0.771 3.886
53 H 2.028 -3.058 3.181
54 H -2.908 1.468 6.428
55 H 0.251 0.512 -4.794
56 H 2.024 -4.135 4.597
57 H -1.001 -1.624 2.961
58 H -3.680 0.845 3.739
59 H 2.661 1.813 7.958
60 H -0.869 2.879 2.906
61 H -2.576 0.244 2.501
62 H -0.045 -1.624 7.429
63 H 0.885 3.227 -4.449
64 H 3.848 -0.808 5.867
65 H 1.726 -1.862 7.320
66 H -1.679 -1.367 1.145
67 H -1.019 -4.047 5.528
68 H -3.080 -0.589 -0.528
69 H -2.228 3.292 3.965
70 H -1.043 -3.679 3.818
71 H 3.046 -2.676 4.590
72 H 1.693 3.558 4.928
73 H -1.954 0.008 6.773

=====

Entry 6:
The following is a DFT calculation (wB97M-V/def2-TZVPD) of a 2-piece molecular cluster, C19H41ClF3O7P3S overall.

Calculated values
* LUMO energy: -1.52 eV
* net charge: 0
* frontier orbital gap: 6.24 eV

Cartesian coordinates (Å):
1 Cl -0.131 -0.582 5.006
2 S -3.035 -2.671 -3.883
3 P -2.772 0.382 0.401
4 P 1.176 0.980 4.825
5 P -0.052 2.155 3.324
6 F -3.199 -4.456 -1.918
7 F -1.983 -2.731 -1.448
8 F -1.216 -4.262 -2.767
9 O -3.329 -3.738 -4.808
10 O 2.247 0.467 3.700
11 O -4.186 -2.007 -3.299
12 O -4.167 0.417 1.154
13 O -1.950 -1.782 -4.253
14 O -1.953 -0.834 0.538
15 O -3.144 0.839 -1.069
16 C 2.072 1.523 -1.908
17 C 2.643 2.968 0.187
18 C 4.142 -1.557 -0.665
19 C 0.370 -1.740 1.649
20 C -5.082 -1.370 -0.277
21 C 2.377 2.900 -1.321
22 C -2.112 0.876 -2.092
23 C 0.950 3.019 2.085
24 C -1.626 2.311 -2.317
25 C 1.869 -2.061 1.752
26 C 3.232 0.522 -1.841
27 C 2.381 -2.994 0.633
28 C 3.848 -2.784 0.234
29 C 3.124 -0.414 -0.630
30 C -1.437 1.251 2.584
31 C 1.686 2.133 1.065
32 C -1.806 1.724 1.168
33 C -5.347 -0.051 0.414
34 C -2.324 -3.574 -2.438
35 H -2.257 3.016 -1.769
36 H -4.763 -2.153 0.416
37 H 3.677 2.691 0.417
38 H -2.294 2.702 1.150
39 H 3.218 -0.097 -2.746
40 H 0.109 -0.808 2.162
41 H 2.438 -1.123 1.725
42 H 0.955 1.606 0.446
43 H -6.152 -0.075 1.149
44 H 4.269 -1.894 -1.700
45 H 2.099 -0.803 -0.617
46 H -5.582 0.717 -0.328
47 H 1.180 1.073 -1.449
48 H 3.280 3.278 -1.820
49 H -2.295 1.378 3.253
50 H -1.665 2.575 -3.376
51 H 5.108 -1.126 -0.370
52 H 4.151 -3.677 -0.325
53 H 2.799 -0.274 3.996
54 H 4.192 1.056 -1.846
55 H 0.241 3.668 1.553
56 H 4.479 -2.769 1.132
57 H 1.802 1.695 -2.956
58 H 0.063 -1.619 0.605
59 H -1.187 0.185 2.575
60 H 2.268 -4.033 0.966
61 H -4.326 -1.244 -1.053
62 H 3.294 0.174 0.283
63 H -0.592 2.450 -1.984
64 H -5.991 -1.693 -0.794
65 H -0.919 1.774 0.529
66 H -2.576 0.451 -2.982
67 H 2.554 4.026 0.470
68 H -0.252 -2.538 2.062
69 H 2.081 -2.531 2.721
70 H 2.253 1.363 1.587
71 H -0.582 3.152 4.158
72 H -1.304 0.199 -1.798
73 H 1.644 3.674 2.625
74 H 1.581 3.604 -1.596
75 H 1.738 -2.905 -0.253

=====

Entry 7:
The following is a DFT calculation (wB97M-V/def2-TZVPD) of C19H41F2NO10Si2 as an isolated structure.

Calculated values
* LUMO energy: 0.50 eV
* net charge: 0
* frontier orbital gap: 9.48 eV

Cartesian coordinates (Å):
1 Si 0.571 0.166 1.359
2 Si 2.884 0.254 -0.361
3 F 0.330 1.291 2.614
4 F 4.996 -0.850 1.787
5 O 7.698 -4.208 -3.063
6 O -6.953 4.151 1.406
7 O -7.542 5.656 2.841
8 O -6.263 -0.729 -0.406
9 O 6.696 -6.229 -2.833
10 O 2.255 -0.022 1.218
11 O -7.642 -1.635 1.150
12 O 8.468 -6.085 -4.062
13 O -8.191 -1.787 -0.933
14 O -7.812 3.479 3.386
15 N -0.235 0.660 -0.124
16 C 4.483 -0.802 -0.626
17 C 7.627 -5.387 -3.295
18 C 3.274 2.892 1.807
19 C 2.173 2.934 -1.309
20 C -7.471 4.341 2.623
21 C -2.305 -0.601 -0.803
22 C 9.523 -5.308 -4.627
23 C 4.097 2.810 0.469
24 C -7.264 -1.322 -0.093
25 C 5.548 -0.632 0.508
26 C -1.508 0.466 0.036
27 C -6.820 2.780 1.041
28 C -7.917 -1.524 -2.308
29 C -8.082 6.007 4.114
30 C -6.737 -1.198 2.161
31 C 5.720 -5.617 -1.992
32 C 3.373 2.063 -0.716
33 C -2.384 1.228 1.104
34 C 6.637 -1.764 0.318
35 H 3.495 1.950 2.381
36 H 3.638 3.724 2.457
37 H 2.168 2.904 1.671
38 H -7.873 -0.451 -2.495
39 H -5.760 -1.665 2.030
40 H -3.110 -0.973 -0.121
41 H -8.091 7.093 4.178
42 H -7.457 5.616 4.918
43 H -2.409 0.542 1.997
44 H 10.143 -4.873 -3.843
45 H 6.807 -2.001 -0.759
46 H -6.987 -2.005 -2.614
47 H 5.019 -6.390 -1.680
48 H 2.640 3.917 -1.591
49 H -7.795 2.291 1.018
50 H 4.197 -1.866 -0.817
51 H -6.392 2.742 0.041
52 H -1.931 2.192 1.413
53 H -8.734 -1.945 -2.891
54 H -7.138 -1.504 3.125
55 H 5.123 2.406 0.652
56 H 4.124 2.015 -1.558
57 H 1.345 3.082 -0.582
58 H 5.169 -4.850 -2.537
59 H 4.251 3.872 0.122
60 H 6.097 0.339 0.458
61 H -2.774 -0.157 -1.713
62 H -6.648 -0.111 2.154
63 H 9.122 -4.530 -5.276
64 H 1.944 -0.240 -1.392
65 H -6.145 2.263 1.725
66 H -9.105 5.643 4.213
67 H 7.600 -1.509 0.831
68 H -3.421 1.326 0.695
69 H 10.137 -5.978 -5.225
70 H 1.823 2.476 -2.266
71 H -0.029 -1.100 1.802
72 H -1.645 -1.461 -1.076
73 H 6.189 -5.194 -1.103
74 H 6.247 -2.681 0.834
75 H 4.935 -0.385 -1.568

=====

| no. | E_tot (eV) |
| --- | --- |
| 1 | -67951.1507 |
| 2 | -46854.5874 |
| 3 | -125337.5084 |
| 4 | -52589.3151 |
| 5 | -97213.9516 |
| 6 | -94078.9812 |
| 7 | -63526.8957 |